(1)
156
Properties=species:S:1:pos:R:3:mulliken_charge:R:1 method="wB97M-V/def2-TZVPD" e_tot_ev=-113910.805 homo_ev=-9.16 lumo_ev=-0.18 homo_lumo_gap_ev=8.977
O 4.49 -2.57 4.91 -0.349
O 1.12 1.37 1.13 0.005
O -1.51 -3.74 4.19 -0.334
O 0.72 0.16 6.04 -0.220
O 3.73 2.98 -1.36 -0.525
O 5.24 -0.95 -2.18 -0.330
O 4.90 -2.42 2.79 -0.278
O 1.47 2.16 6.41 -0.394
O 3.75 -1.53 -0.48 -0.409
O -0.57 0.18 -1.23 0.582
O 2.58 -2.28 -5.29 -0.443
O 4.33 -2.90 -2.13 -0.287
O 2.33 2.71 -3.89 -0.380
O -2.06 -4.43 -2.55 -0.595
O -6.37 -0.99 -1.63 -0.046
O 2.68 0.43 7.01 -0.577
O 5.10 2.24 3.39 -0.532
O -2.84 -3.44 -0.65 0.212
O 1.05 -2.33 -3.66 -0.025
O 5.02 4.53 3.22 -0.350
O -7.99 -0.16 0.80 -0.409
O -1.84 3.43 -3.88 -0.206
O 0.20 -2.27 4.53 -0.060
O 3.73 3.53 4.63 -0.079
O -0.02 5.15 3.76 -0.586
O -2.26 3.43 -6.70 -0.346
O -4.21 -4.56 -1.87 -0.434
O -0.92 4.24 1.85 -0.224
O -2.16 4.65 3.60 -0.365
O -1.32 -1.90 2.87 -0.397
O 3.71 -4.11 3.55 -0.625
O 1.94 -4.31 -4.46 -0.508
N 2.67 -7.20 -1.51 -0.614
C 0.58 -3.45 5.26 -0.017
C 1.11 -5.10 -1.15 0.745
C -4.05 -3.24 0.00 0.089
C -2.44 3.92 -2.67 -1.047
C 1.42 2.61 -4.91 -0.438
C 3.42 4.86 4.76 0.004
C -1.94 3.13 -8.03 -0.785
C -5.70 -0.95 -2.91 -0.624
C 2.14 -0.89 -5.14 -0.021
C 0.12 2.38 6.28 -0.077
C -2.14 3.61 1.50 0.600
C -0.92 4.73 3.09 0.591
C 1.01 -4.52 0.24 0.642
C -0.60 -0.32 0.10 -0.343
C 4.31 2.53 -0.14 -0.022
C 1.76 0.88 6.44 0.736
C 5.28 -3.01 -3.14 -0.460
C -3.02 3.82 2.79 -0.376
C -2.98 -4.12 -1.80 0.496
C -6.71 -0.57 1.32 -0.454
C 5.52 -1.54 -3.46 -0.014
C 1.86 -3.12 -4.42 0.319
C -8.44 -0.58 -0.46 -0.652
C 4.38 5.59 3.85 -0.341
C -7.53 -0.22 -1.64 -0.483
C -0.17 -5.02 1.00 -0.806
C 1.99 1.54 2.23 -0.313
C -2.78 2.57 -4.48 -0.007
C 2.28 2.85 -1.46 0.438
C 1.23 -0.99 -3.99 0.915
C 5.34 -1.41 4.73 -0.227
C -0.70 -4.26 5.22 -0.542
C -5.04 -4.01 -0.88 -0.478
C 1.98 -6.27 -1.36 0.103
C -2.24 2.21 -5.89 -0.174
C 1.84 3.44 -2.79 -0.340
C 0.80 0.01 0.75 -0.223
C 4.73 3.38 3.73 0.531
C 4.27 -3.06 3.69 0.669
C 4.37 -1.72 -1.52 0.491
C -0.36 1.08 5.75 -0.176
C -1.72 -0.25 -1.92 -0.802
C -0.94 -2.55 3.80 0.302
C 5.23 -1.17 3.22 0.280
H 1.69 -0.50 -6.05 0.222
H -2.12 2.56 1.22 -0.275
H 1.60 -0.19 0.04 0.060
H 1.55 1.21 3.18 0.230
H -1.62 4.29 -2.05 0.329
H 0.90 -3.18 6.27 0.305
H 4.83 -1.24 -4.25 -0.125
H -8.67 -1.65 -0.43 0.328
H -6.51 -0.17 2.31 0.328
H -0.28 -4.50 1.95 -0.194
H -6.22 -1.50 -3.69 0.341
H -2.86 1.43 -6.32 0.500
H 0.63 1.88 -4.76 -0.297
H -0.48 -5.29 4.93 0.351
H -1.18 -4.33 6.20 0.285
H -3.39 2.87 3.18 0.245
H -0.93 2.74 -8.09 0.277
H -1.97 4.05 -8.61 0.274
H 3.86 6.29 3.20 0.288
H 2.36 4.95 4.54 0.001
H 1.66 -0.45 -3.14 -0.053
H 4.99 -3.48 -4.08 0.288
H -5.40 -4.82 -0.24 0.355
H -2.53 4.13 0.62 0.090
H 6.31 -1.69 5.14 0.256
H 0.74 -3.48 0.04 -0.487
H 6.21 -3.48 -2.80 0.361
H 1.80 3.44 -0.67 0.210
H -8.05 -0.38 -2.58 0.453
H -5.50 0.09 -3.18 0.415
H -2.70 2.54 -8.54 0.309
H -4.74 -1.42 -2.69 -0.103
H -2.96 1.67 -3.89 -0.140
H 3.76 2.91 0.72 -0.047
H -2.56 0.38 -1.62 0.322
H -1.32 0.30 0.63 -0.133
H -0.58 1.15 4.69 0.052
H 1.93 1.83 -1.32 -0.280
H 1.91 -4.68 0.83 0.500
H 0.11 -5.31 -1.53 0.096
H -6.67 -1.65 1.44 0.266
H -7.24 0.82 -1.53 0.312
H 2.17 2.61 2.31 0.051
H 1.09 3.62 -5.13 0.474
H 5.12 6.07 4.49 0.281
H 4.85 -0.56 5.20 0.193
H -1.21 1.89 -5.74 -0.156
H -4.42 -2.22 0.05 -0.111
H 0.76 3.34 -2.71 0.024
H -1.88 -1.33 -1.92 0.028
H -3.11 4.77 -2.79 0.446
H 0.25 -0.51 -4.08 -0.612
H -4.04 -3.65 1.01 0.268
H -1.25 0.78 6.32 0.436
H -3.85 4.51 2.66 0.325
H 1.41 -4.31 -1.84 -0.567
H -1.58 -0.13 -3.00 0.116
H -3.75 3.05 -4.52 0.503
H 4.28 1.45 -0.05 -0.038
H 0.84 -0.72 1.56 0.240
H -5.84 -3.41 -1.29 0.228
H 6.22 -1.09 2.76 0.295
H -0.09 -6.08 1.25 0.526
H -1.14 -4.88 0.51 0.010
H -3.04 3.28 -2.02 0.334
H 2.02 4.51 -2.86 0.358
H -0.32 2.63 7.24 0.272
H 2.95 1.03 2.08 0.042
H -9.38 -0.04 -0.58 0.309
H 1.83 2.02 -5.74 0.467
H 6.52 -1.33 -3.82 0.383
H -5.86 -0.32 0.68 0.092
H -0.83 -1.38 0.07 -0.008
H 3.60 5.17 5.79 0.266
H 4.45 -0.46 2.93 -0.258
H 5.36 2.83 -0.11 0.417
H -0.15 3.20 5.61 0.003
H 1.35 -4.03 4.76 0.048
H 3.01 -0.28 -4.91 0.219


(2)
136
Properties=species:S:1:pos:R:3:mulliken_charge:R:1 method="wB97M-V/def2-TZVPD" e_tot_ev=-96877.904 homo_ev=-5.60 de_lowest_ev=0.3069 lumo_ev=0.35 homo_lumo_gap_ev=5.952
Sb -2.73 -2.65 2.22 0.212
Ag -0.35 0.11 0.18 3.346
P 1.11 -0.42 2.36 0.082
P -1.96 1.92 -0.91 0.278
P 2.34 -0.13 -2.49 -1.839
O -1.29 -2.11 -0.61 -0.429
O 1.23 -0.66 -1.65 0.668
N 3.65 -1.12 -2.65 0.172
N 2.98 1.23 -1.84 0.449
N -1.16 1.46 1.95 1.382
N -1.71 -3.33 -2.50 0.402
N 1.83 0.14 -4.03 0.393
C -2.94 -3.34 4.25 -1.393
C -2.34 0.96 4.05 -0.075
C -1.38 -0.57 5.68 0.234
C -4.83 2.28 -1.01 -1.794
C 2.54 0.47 3.16 0.679
C -1.25 0.81 3.16 -0.422
C -2.77 5.34 1.27 0.408
C 2.70 0.19 -5.23 -0.575
C 4.86 -0.94 -1.82 0.190
C -2.40 0.30 5.27 -0.885
C 1.47 -2.25 2.38 1.692
C -4.86 -2.77 1.88 -1.430
C -1.14 -4.09 -3.60 -0.990
C 0.45 -0.12 -5.95 -0.648
C 3.56 2.91 -0.24 -0.705
C 2.66 0.45 4.68 -1.517
C -3.89 0.06 -0.33 -0.950
C -0.26 -0.14 3.53 0.140
C 0.41 -0.08 -4.41 0.745
C -1.54 2.90 -2.44 1.395
C -3.16 -3.38 -2.31 -0.866
C -0.35 -0.78 4.78 -0.411
C -3.37 6.71 1.03 -1.613
C -2.36 -4.68 1.53 -1.370
C -1.40 -1.23 7.04 -1.945
C -0.30 3.76 -2.18 -1.186
C 3.41 -2.56 -2.95 0.254
C 4.50 -3.28 -2.15 -0.574
C -2.12 3.12 0.44 -0.059
C 3.88 0.07 2.52 -0.343
C 4.39 3.05 -1.53 -0.961
C 2.08 -2.92 3.61 -1.654
C -2.65 4.40 0.26 0.165
C 3.54 2.36 -2.59 -0.459
C 1.88 -0.57 -6.27 -0.807
C 2.77 1.59 -0.41 0.778
C -1.74 3.71 2.75 -0.281
C -1.68 2.72 1.74 -1.690
C -2.28 4.96 2.53 -0.868
C -2.62 3.69 -3.18 -1.815
C -0.90 -2.71 -1.61 0.003
C -3.69 1.29 -1.22 0.372
C 5.62 -2.24 -2.04 -0.788
C 2.29 -2.60 1.12 -1.657
H -2.90 4.61 -2.65 0.304
H -1.23 2.10 -3.12 -0.748
H -3.42 -2.57 4.86 0.343
H -0.78 -2.14 7.05 0.361
H -3.40 -2.96 -1.34 0.100
H 5.34 2.53 -1.42 0.256
H -1.11 -5.17 -3.38 0.325
H 3.83 0.03 1.43 0.084
H -5.09 -2.68 0.81 0.334
H -4.23 6.64 0.35 0.357
H -3.26 0.44 5.91 0.332
H 2.22 -3.68 0.92 0.672
H -5.79 1.77 -1.17 0.492
H 3.14 0.80 0.24 -1.337
H -4.87 -0.40 -0.52 0.613
H -4.82 2.66 0.01 0.297
H 6.32 -2.45 -1.24 0.430
H 4.61 -0.83 -0.75 -0.365
H 0.02 4.26 -3.10 0.566
H -3.68 0.97 -2.27 0.614
H -3.67 -2.80 -3.08 0.374
H 4.20 -0.91 2.88 0.160
H 2.87 3.75 -0.13 0.457
H 3.07 -2.51 3.85 0.199
H -3.87 0.35 0.73 0.069
H -3.25 -5.28 1.71 0.451
H 6.17 -2.19 -2.98 0.327
H 0.53 3.16 -1.81 0.023
H -1.75 -3.95 -4.50 0.367
H -0.24 0.70 -4.04 -0.316
H -3.54 -4.26 4.27 0.573
H 4.13 2.01 -3.44 0.430
H 2.22 -3.99 3.41 0.491
H 2.19 -0.34 -7.29 0.434
H 3.51 -2.75 -4.02 0.293
H -1.02 -0.56 7.81 0.380
H 0.43 -1.47 5.08 -0.013
H 0.47 -2.65 2.23 -0.634
H -0.13 -3.75 -3.81 0.243
H 4.60 4.09 -1.78 0.454
H 4.18 2.88 0.65 0.380
H -3.72 7.16 1.96 0.393
H 4.81 -4.20 -2.63 0.432
H 0.05 -1.02 -4.00 -0.327
H -3.53 3.10 -3.34 0.349
H -1.53 -5.09 2.10 0.391
H -3.11 -0.69 -0.48 -0.155
H 2.88 -0.55 5.06 0.206
H -1.35 3.47 3.74 0.513
H 2.41 -2.87 -2.64 -0.264
H -0.51 4.53 -1.43 0.197
H -5.36 -1.94 2.40 0.385
H 2.76 3.03 -2.96 0.244
H 3.48 1.11 4.98 0.493
H -2.42 -1.52 7.32 0.411
H 0.28 0.88 -6.35 0.340
H -3.16 1.61 3.76 0.510
H 5.42 -0.06 -2.13 0.144
H 1.98 -1.65 -6.11 0.180
H -2.11 -4.69 0.47 0.268
H 0.17 -2.77 -1.86 -0.339
H -2.65 7.40 0.57 0.296
H -4.80 3.14 -1.69 0.350
H 1.72 1.72 -0.17 -0.756
H 1.75 0.81 5.17 0.324
H 1.93 -2.06 0.24 -0.041
H 2.86 1.22 -5.56 0.351
H 1.46 -2.84 4.50 0.356
H 4.12 -3.53 -1.15 0.054
H -3.01 4.68 -0.73 0.039
H 4.66 0.79 2.80 0.533
H 3.67 -0.26 -5.02 0.441
H 3.35 -2.36 1.27 0.295
H -2.31 5.68 3.34 0.362
H -1.95 -3.54 4.68 0.360
H -2.24 3.98 -4.16 0.497
H 2.33 1.50 2.86 0.339
H -3.51 -4.41 -2.35 0.331
H -0.31 -0.78 -6.35 0.408
H -5.25 -3.72 2.25 0.480